[1]
{
  "formula": "CH4N2O4",
  "method": "ωB97M-V/def2-TZVPD",
  "charge": -2,
  "homo_energy_ev": 2.221,
  "lumo_energy_ev": 7.4,
  "orbital_gap_ha": 0.1900,
  "total_energy_ev": -12267.649,
  "spin_multiplicity": 1,
  "fmax_ha_per_bohr": 0.049,
  "elements": ["C", "N", "N", "O", "O", "O", "O", "H", "H", "H", "H"],
  "coordinates": [[1.216, -0.658, 0.071], [-2.333, -0.240, -0.208], [1.043, 0.626, -0.527], [1.404, 1.715, 0.499], [-0.097, 0.947, -1.207], [1.760, -0.684, 1.182], [0.897, -1.640, -0.598], [-1.981, -0.296, 0.758], [-2.148, -1.178, -0.595], [1.746, 1.263, 1.250], [-1.506, 0.144, -0.624]],
  "nbo_charge": [0.793, -1.155, 0.002, -0.741, -0.769, -0.864, -0.814, 0.334, 0.336, 0.459, 0.420]
}

***

[2]
{
  "formula": "C4H7NS3",
  "method": "ωB97M-V/def2-TZVPD",
  "homo_energy_ev": -8.589,
  "smiles": "CSNC(=S)[C@@H]1CS1",
  "lumo_energy_ev": 0.1,
  "orbital_gap_ha": 0.3195,
  "total_energy_ev": -38256.509,
  "spin_multiplicity": 1,
  "fmax_ha_per_bohr": 0.020,
  "elements": ["C", "S", "N", "C", "S", "C", "C", "S", "H", "H", "H", "H", "H", "H", "H"],
  "coordinates": [[-2.380, -0.412, -0.913], [-1.972, 0.415, 0.645], [-0.654, 1.382, 0.175], [0.673, 1.050, 0.171], [1.791, 2.103, -0.411], [1.000, -0.303, 0.748], [2.353, -0.855, 0.611], [1.120, -1.690, -0.416], [-2.688, 0.324, -1.692], [-1.526, -0.991, -1.273], [-3.187, -1.084, -0.680], [-0.849, 2.301, -0.163], [0.461, -0.529, 1.667], [2.767, -1.459, 1.444], [3.092, -0.251, 0.086]],
  "nbo_charge": [-0.760, 0.409, -0.742, 0.108, -0.106, -0.404, -0.472, 0.124, 0.224, 0.229, 0.234, 0.414, 0.256, 0.232, 0.253]
}

***

[3]
{
  "formula": "C46H46BrIIrN5O7",
  "method": "ωB97M-V/def2-TZVPD",
  "s_squared": 0.795,
  "charge": 1,
  "homo_energy_ev": [-10.800, -11.150],
  "lumo_energy_ev": [-3.6, -4.3],
  "orbital_gap_ha": [0.2637, 0.2511],
  "total_energy_ev": -151209.472,
  "spin_multiplicity": 2,
  "fmax_ha_per_bohr": 0.015,
  "elements": ["Ir", "C", "C", "C", "O", "C", "O", "O", "H", "H", "H", "H", "H", "H", "H", "O", "N", "O", "C", "C", "C", "C", "C", "C", "N", "C", "C", "N", "C", "C", "C", "C", "H", "H", "H", "H", "H", "H", "H", "C", "C", "C", "C", "C", "C", "C", "C", "N", "C", "C", "C", "C", "C", "C", "C", "C", "C", "C", "H", "H", "H", "H", "H", "H", "H", "H", "H", "H", "H", "H", "H", "H", "H", "H", "H", "H", "H", "H", "H", "H", "H", "H", "I", "C", "C", "C", "C", "N", "C", "H", "H", "H", "H", "Br", "C", "C", "C", "C", "C", "C", "C", "O", "O", "H", "H", "H", "H"],
  "coordinates": [[-0.953, -0.045, 0.127], [-4.126, -1.784, 3.058], [-2.628, -1.605, 3.297], [-2.252, -2.195, 4.646], [-2.302, -0.203, 3.230], [-1.869, -2.370, 2.194], [-1.822, -3.583, 2.262], [-1.393, -1.737, 1.163], [-4.688, -1.379, 3.901], [-4.362, -2.842, 2.948], [-4.439, -1.255, 2.159], [-2.782, -1.676, 5.449], [-1.179, -2.134, 4.815], [-2.524, -3.247, 4.669], [-2.195, 0.109, 4.134], [-2.227, 5.831, 3.817], [-2.919, 5.673, 2.834], [-3.681, 6.487, 2.370], [-2.856, 4.355, 2.168], [-4.015, 3.893, 1.664], [-4.067, 2.598, 1.067], [-5.255, 1.986, 0.635], [-5.206, 0.702, 0.167], [-3.973, 0.055, 0.052], [-2.833, 0.645, 0.376], [-2.879, 1.878, 0.943], [-1.658, 2.371, 1.490], [-0.575, 1.548, 1.388], [0.575, 1.988, 1.865], [0.700, 3.220, 2.516], [-0.381, 4.039, 2.652], [-1.621, 3.617, 2.128], [-4.909, 4.496, 1.733], [-6.194, 2.520, 0.704], [-6.102, 0.177, -0.134], [-3.907, -0.955, -0.324], [1.442, 1.376, 1.708], [1.671, 3.518, 2.881], [-0.292, 4.993, 3.146], [5.152, -1.704, 2.874], [3.688, -1.366, 2.773], [2.954, -1.013, 3.902], [1.597, -0.702, 3.809], [0.860, -0.252, 5.045], [0.974, -0.764, 2.581], [1.690, -1.019, 1.367], [3.068, -1.355, 1.543], [1.096, -0.822, 0.147], [1.899, -1.193, -1.083], [3.077, -0.191, -1.252], [3.915, -0.569, -2.477], [3.070, -0.413, -3.741], [1.877, -1.362, -3.636], [2.368, -2.805, -3.572], [3.199, -2.976, -2.303], [4.397, -2.019, -2.344], [2.337, -2.677, -1.068], [1.070, -1.048, -2.370], [5.448, -1.863, 3.909], [5.765, -0.897, 2.470], [5.383, -2.609, 2.313], [3.446, -0.974, 4.867], [1.563, 0.085, 5.806], [0.265, -1.050, 5.486], [0.190, 0.579, 4.815], [-0.079, -0.545, 2.527], [3.688, -1.578, 0.700], [3.725, -0.139, -0.383], [2.653, 0.806, -1.371], [4.776, 0.102, -2.525], [3.663, -0.646, -4.629], [2.726, 0.621, -3.838], [1.218, -1.228, -4.499], [2.967, -3.044, -4.455], [1.518, -3.495, -3.556], [3.555, -4.006, -2.227], [5.038, -2.274, -3.192], [5.006, -2.136, -1.440], [2.888, -2.959, -0.181], [1.433, -3.296, -1.070], [0.238, -1.741, -2.332], [0.675, -0.041, -2.443], [-3.964, -0.243, -4.868], [-2.981, -1.309, -3.385], [-2.984, -2.695, -3.357], [-2.339, -3.342, -2.316], [-1.713, -2.598, -1.333], [-1.708, -1.256, -1.376], [-2.325, -0.621, -2.380], [-3.488, -3.259, -4.130], [-2.327, -4.421, -2.259], [-1.220, -3.047, -0.485], [-2.285, 0.457, -2.360], [-0.489, 1.390, -6.709], [0.344, 2.280, -5.260], [1.305, 3.245, -5.512], [1.940, 3.860, -4.441], [1.627, 3.501, -3.140], [0.653, 2.538, -2.901], [0.000, 1.930, -3.967], [0.407, 2.102, -1.483], [1.195, 2.406, -0.606], [-0.666, 1.371, -1.325], [1.558, 3.506, -6.530], [2.695, 4.612, -4.630], [2.135, 3.949, -2.298], [-0.738, 1.160, -3.794]],
  "lowdin_spin": [0.026, 0.000, 0.000, 0.000, 0.000, 0.001, 0.000, 0.002, 0.000, 0.000, 0.000, 0.000, 0.000, 0.000, 0.000, 0.000, 0.000, 0.000, 0.000, 0.001, 0.000, 0.001, 0.000, 0.001, -0.003, 0.000, 0.000, 0.002, 0.002, 0.001, 0.000, 0.001, 0.000, 0.000, 0.000, 0.000, 0.001, 0.000, 0.000, -0.007, -0.001, 0.168, -0.004, -0.007, 0.129, 0.030, 0.126, 0.447, 0.027, 0.019, 0.003, 0.000, -0.001, 0.000, 0.002, 0.000, 0.015, 0.000, 0.000, -0.003, -0.002, 0.009, 0.000, -0.003, -0.001, 0.005, 0.005, 0.001, 0.000, 0.001, 0.000, 0.000, 0.000, 0.000, 0.000, 0.001, 0.000, 0.000, 0.001, 0.000, 0.000, 0.000, 0.000, 0.000, 0.000, 0.000, 0.000, 0.001, 0.000, 0.000, 0.000, 0.000, 0.000, 0.000, 0.000, 0.000, 0.000, 0.000, 0.000, 0.000, 0.000, 0.003, 0.000, 0.000, 0.000, 0.000, 0.000]
}

***

[4]
{
  "formula": "C43H43CuF3GeN5O5Sb",
  "method": "ωB97M-V/def2-TZVPD",
  "s_squared": 0.754,
  "homo_energy_ev": [-6.768, -7.594],
  "lumo_energy_ev": [0.0, -0.6],
  "orbital_gap_ha": [0.2481, 0.2560],
  "total_energy_ev": -178819.197,
  "spin_multiplicity": 2,
  "fmax_ha_per_bohr": 0.007,
  "elements": ["Cu", "N", "N", "C", "N", "N", "N", "O", "O", "H", "H", "H", "H", "H", "C", "C", "C", "O", "H", "H", "H", "H", "H", "H", "H", "F", "C", "C", "C", "C", "C", "C", "Sb", "C", "C", "C", "C", "F", "C", "C", "C", "C", "C", "C", "F", "C", "C", "H", "H", "H", "H", "H", "H", "H", "H", "H", "H", "H", "H", "O", "C", "O", "C", "C", "Ge", "C", "C", "C", "C", "C", "C", "C", "C", "C", "C", "C", "C", "C", "C", "C", "C", "C", "C", "H", "H", "H", "H", "H", "H", "H", "H", "H", "H", "H", "H", "H", "H", "H", "H", "H", "H", "H"],
  "coordinates": [[0.445, -0.262, -0.027], [1.851, -0.235, -1.707], [2.759, -1.289, -1.575], [2.743, -2.074, -0.464], [3.549, -3.142, -0.498], [1.942, -1.694, 0.511], [1.904, -2.429, 1.678], [2.693, -3.356, 1.873], [1.061, -2.084, 2.464], [1.241, -0.382, -2.499], [2.353, 0.638, -1.812], [3.148, -1.685, -2.417], [4.201, -3.254, -1.254], [3.667, -3.642, 0.372], [2.016, 2.751, 0.728], [0.587, 2.468, 1.171], [0.561, 1.700, 2.482], [-0.060, 1.734, 0.136], [2.537, 3.384, 1.448], [2.025, 3.252, -0.242], [2.561, 1.805, 0.646], [0.065, 3.425, 1.310], [1.063, 0.735, 2.353], [-0.462, 1.502, 2.799], [1.071, 2.253, 3.274], [-7.726, -0.281, -2.409], [-6.574, 0.216, -1.913], [-6.367, 0.183, -0.548], [-5.173, 0.683, -0.047], [-4.210, 1.220, -0.896], [-4.459, 1.240, -2.266], [-5.644, 0.739, -2.790], [-2.214, 1.774, -0.180], [-2.048, 3.541, -1.409], [-0.809, 3.934, -1.909], [-0.684, 5.059, -2.715], [-1.820, 5.782, -3.011], [-1.709, 6.877, -3.791], [-3.069, 5.426, -2.539], [-3.172, 4.298, -1.738], [-2.724, 2.737, 1.645], [-2.646, 4.127, 1.726], [-2.976, 4.798, 2.896], [-3.388, 4.056, 3.982], [-3.715, 4.698, 5.122], [-3.476, 2.679, 3.944], [-3.137, 2.023, 2.770], [-7.127, -0.236, 0.099], [-4.990, 0.641, 1.020], [-3.724, 1.657, -2.948], [-5.851, 0.750, -3.852], [0.069, 3.352, -1.657], [0.273, 5.379, -3.107], [-3.932, 6.026, -2.797], [-4.149, 4.012, -1.364], [-2.323, 4.708, 0.872], [-2.916, 5.876, 2.970], [-3.797, 2.137, 4.824], [-3.178, 0.943, 2.736], [-2.429, -0.295, 1.116], [-2.190, -1.350, 0.460], [-1.125, -1.585, -0.157], [-3.316, -2.360, 0.309], [-3.675, -2.549, -1.182], [-2.286, -3.385, -2.290], [-1.075, -2.153, -3.215], [-0.029, -2.632, -4.004], [0.729, -1.770, -4.792], [0.443, -0.408, -4.809], [-0.592, 0.086, -4.020], [-1.339, -0.783, -3.233], [-1.354, -4.751, -1.262], [-2.095, -5.828, -0.776], [-1.500, -6.815, -0.001], [-0.146, -6.741, 0.290], [0.605, -5.678, -0.191], [0.003, -4.688, -0.956], [-3.239, -4.301, -3.742], [-2.920, -5.592, -4.157], [-3.603, -6.195, -5.206], [-4.619, -5.511, -5.857], [-4.950, -4.224, -5.457], [-4.264, -3.627, -4.409], [-4.176, -1.999, 0.872], [-2.981, -3.309, 0.735], [-3.967, -1.586, -1.613], [-4.541, -3.209, -1.278], [0.185, -3.696, -4.030], [1.522, -2.164, -5.416], [1.018, 0.262, -5.436], [-0.817, 1.147, -4.021], [-2.143, -0.387, -2.625], [-3.153, -5.905, -1.005], [-2.093, -7.640, 0.373], [0.323, -7.507, 0.895], [1.661, -5.618, 0.041], [0.590, -3.847, -1.309], [-2.132, -6.141, -3.652], [-3.342, -7.200, -5.514], [-5.153, -5.981, -6.673], [-5.745, -3.687, -5.960], [-4.537, -2.620, -4.108]],
  "lowdin_spin": [0.022, 0.002, 0.000, 0.000, 0.000, 0.000, 0.000, 0.000, 0.000, 0.000, 0.000, 0.000, 0.000, 0.000, 0.009, 0.015, 0.000, 0.166, 0.002, 0.000, 0.000, 0.000, 0.000, 0.000, 0.000, 0.003, 0.008, 0.004, 0.024, 0.143, 0.020, 0.001, 0.331, 0.062, 0.006, 0.000, 0.003, 0.001, 0.003, 0.015, 0.001, 0.003, 0.000, 0.002, 0.001, 0.000, 0.001, 0.001, 0.002, 0.001, 0.000, 0.001, 0.000, 0.000, 0.002, 0.000, 0.000, 0.000, 0.001, 0.085, 0.021, 0.009, 0.004, 0.002, 0.000, 0.001, 0.000, 0.001, 0.000, 0.003, 0.009, 0.000, 0.000, 0.000, 0.000, 0.000, 0.000, 0.000, 0.000, 0.000, 0.000, 0.000, 0.000, 0.000, 0.000, 0.000, 0.000, 0.000, 0.000, 0.000, 0.000, 0.008, 0.000, 0.000, 0.000, 0.000, 0.000, 0.000, 0.000, 0.000, 0.000, 0.000]
}

***

What is the formula in the third record?
C46H46BrIIrN5O7

***

What is the formula in the first record?
CH4N2O4